Entry from the OMol25 dataset: a structure of composition C32H29ClIrN5O2S at a distorted geometry (wB97M-V/def2-TZVPD).

The geometry in XYZ format:
```
71
Properties=species:S:1:pos:R:3:mulliken_charge:R:1
Ir 0.71163 -0.33760 0.29147 1.670
Cl -0.95637 -5.35230 -4.70948 -0.149
C -0.26879 -4.22470 -3.60828 -0.153
C 1.09805 -3.90151 -3.71205 -0.626
C 1.69391 -3.02096 -2.84184 -1.044
C 0.94479 -2.41393 -1.82803 0.409
O 1.56215 -1.58330 -1.00683 -0.165
C -0.42616 -2.74989 -1.70368 0.473
C -1.24356 -2.26747 -0.66145 0.091
N -0.91003 -1.53729 0.37647 0.534
C -1.88190 -1.22631 1.37247 0.226
C -3.07833 -1.85441 1.59495 -0.613
C -3.94354 -1.38211 2.60691 -1.164
C -3.59393 -0.33274 3.41222 -0.848
C -2.33193 0.28626 3.25320 0.396
C -1.82450 1.29223 4.10780 -0.735
C -0.55669 1.77024 3.91596 -1.122
C 0.20269 1.28572 2.84108 -0.153
N -0.25619 0.37242 1.99960 0.221
C -1.50117 -0.15899 2.21349 0.638
C -1.02246 -3.65159 -2.63052 -1.365
H 1.68348 -4.36103 -4.49816 0.473
H 2.74632 -2.78562 -2.92656 0.501
H -2.29397 -2.53626 -0.73095 0.350
H -3.37744 -2.72402 1.02446 0.637
H -4.88916 -1.88559 2.75573 0.483
H -4.25737 0.00864 4.19670 0.513
H -2.43592 1.65536 4.92570 0.528
H -0.12349 2.50551 4.57996 0.507
H 1.20864 1.64344 2.66305 0.513
H -2.07230 -3.90308 -2.53803 0.514
N -0.49426 3.30599 -1.68323 0.020
C -1.84617 3.60686 -1.61453 -0.227
C -2.33235 4.81215 -2.10842 -0.902
C -3.68750 5.05636 -2.04995 -0.555
C -4.57319 4.10998 -1.49889 -0.835
C -4.09974 2.92555 -0.99160 -0.604
C -2.72157 2.66677 -1.04931 1.313
S -2.15334 1.19568 -0.40309 0.215
N -0.50634 1.18769 -0.65202 -0.070
C 0.11210 2.18784 -1.26058 0.968
C 1.56434 2.05590 -1.48612 0.839
C 2.34064 2.94471 -2.20498 -0.913
C 3.67949 2.63407 -2.41618 -0.892
C 4.16504 1.42780 -1.94861 -1.073
C 3.31321 0.58202 -1.25237 -0.126
N 2.04446 0.90661 -0.99526 0.351
H 0.09004 4.01145 -2.11016 0.026
H -1.65573 5.54700 -2.52935 0.491
H -4.07683 5.99054 -2.43381 0.452
H -5.63407 4.32068 -1.47277 0.447
H -4.77526 2.19695 -0.55859 0.498
H 1.94468 3.85380 -2.63797 0.452
H 4.31708 3.31785 -2.96126 0.475
H 5.19500 1.13786 -2.10781 0.499
H 3.63996 -0.38112 -0.89393 0.580
C 3.83292 0.14341 1.82179 -1.256
C 3.31270 -1.26578 1.65382 -0.227
O 1.85023 -1.28416 1.75776 -0.681
C 1.37132 -2.59368 2.26914 -0.472
C 1.40099 -3.75021 1.30385 -1.012
H 4.86877 0.19805 1.48576 0.386
H 3.80088 0.44606 2.86824 0.359
H 3.25387 0.86792 1.24991 0.197
H 3.68097 -1.88084 2.47245 0.616
H 3.59210 -1.74440 0.71527 0.209
H 0.36495 -2.38740 2.63064 0.253
H 2.00684 -2.79533 3.12947 0.723
H 0.80416 -3.56608 0.41875 0.108
H 0.98826 -4.61858 1.81891 0.498
H 2.41487 -3.99908 0.98964 0.331
```

energy above the lowest of the compared OMol25 structures with the same formula, charge and spin	124.2	kJ/mol
E_LUMO (spin up / spin down)	-9.6 / -11.5	eV
expectation value of S²	0.76
charge	+3
multiplicity	2
DFT total energy	-71372.143	eV
orbital gap (spin up / spin down)	5.8 / 3.9	eV
HOMO energy (spin up / spin down)	-15.4 / -15.3	eV
M	775.35	g mol⁻¹